Entry 1:
The following is a quantum chemistry calculation of C36H49N8O2S2ScSeSiTe as an isolated structure, from the Open Molecules 2025 dataset.

As for the HOMO energy (alpha / beta): -4.53 / -4.71 eV. As for the HOMO-LUMO gap (alpha / beta): 3.912 / 4.083 eV. The total energy is -177034.3564 eV. As for the spin multiplicity: 1. The energy above the lowest of the compared OMol25 structures with the same formula, charge and spin is 117.0 kJ/mol. The total charge is 0.

Last column: Löwdin charge in e.
Positions of all 101 atoms, in Å:
Te -2.265527 -2.687355 -0.518364  0.310
Se -3.537223 -1.847576 1.543273  0.131
Sc 0.192399 -1.617334 1.165601  0.791
S 3.029653 -1.675198 2.294678  0.583
S 4.387247 -0.326672 -3.718338  0.936
Si -5.657559 -1.448086 0.762869  0.136
O 3.251266 -2.506454 3.456065  -0.297
O 2.733235 -2.394544 1.062066  -0.346
N 0.518052 -3.966299 1.180597  -0.068
N -0.469300 -2.436353 3.258127  -0.022
N 1.373726 2.087362 -6.202887  0.030
N 1.824318 -0.677155 2.362292  -0.219
N -0.496783 0.270220 1.983296  -0.043
N 0.942114 -0.903058 -0.755435  -0.116
N -1.077344 1.406673 -1.657292  -0.133
N -1.990804 2.926347 -3.404267  -0.089
C 3.240334 -0.689313 -2.429438  -0.557
C -1.649614 0.917590 1.630785  -0.251
C -0.401090 1.120693 -2.915335  -0.128
C 2.348804 2.685513 -5.518179  -0.175
C 4.435264 0.587321 1.649098  -0.061
C -0.193026 -4.634817 2.283455  -0.234
C 4.513680 -0.735996 2.055604  -0.260
C 2.920952 0.297839 -1.457351  -0.127
C 0.155567 0.744204 3.122965  -0.195
C -2.216376 1.922787 2.372761  -0.119
C 6.903275 -0.633777 2.058662  -0.074
C 5.737680 -1.350539 2.276171  -0.053
C -2.505640 1.162401 -1.791308  -0.159
C 1.416693 0.181229 3.389272  -0.287
C -0.812286 2.174871 -3.972933  -0.067
C -5.903092 -2.150255 -0.952532  -0.254
C 1.375080 0.750404 -6.189730  -0.166
C 2.329035 -1.774681 -2.538685  -0.119
C -0.383685 1.736425 3.961378  -0.180
C -1.555060 3.746622 -2.220599  -0.054
C -0.835373 2.779430 -1.247902  -0.125
C 3.319257 2.008233 -4.791611  -0.083
C 6.836867 0.689814 1.641450  -0.080
C 0.001165 -3.803375 3.540221  -0.213
C -6.873698 -2.207796 1.968020  -0.230
C 1.237354 -1.831087 -1.726547  -0.209
C 2.295210 -0.017377 -5.498540  -0.081
C 5.606483 1.302127 1.445043  -0.069
C 3.292910 0.619541 -4.763685  -0.514
C 2.120535 0.543027 4.531955  -0.040
C 0.350574 2.086970 5.115206  -0.060
C 1.812050 0.160574 -0.680528  -0.214
C -5.904277 0.417827 0.730777  -0.222
C 1.564560 1.492536 5.391937  -0.104
C -3.064208 1.959447 -2.995279  -0.056
C -1.622467 2.337922 3.579296  -0.055
H 0.240333 2.954462 -1.258104  0.130
H -3.007021 1.472960 -0.874816  0.106
H -0.149027 -1.766043 3.952799  0.096
H -0.057583 2.837026 5.782483  0.102
H 0.677594 1.134658 -2.763198  0.107
H 5.557179 2.338158 1.135403  0.105
H -5.348831 -1.580391 -1.700809  0.010
H -2.067251 3.105599 4.197689  0.090
H -2.125169 0.548078 0.734383  0.029
H -3.955712 2.535260 -2.750043  0.129
H 7.749883 1.248137 1.477019  0.102
H 3.080654 0.088782 4.743559  0.105
H 0.150732 -5.658524 2.443267  0.119
H -5.567336 0.857914 1.671877  0.024
H -1.487265 -2.402346 3.269704  0.026
H 3.558578 1.166036 -1.335789  0.099
H -1.191167 2.919104 -0.226672  0.115
H 4.077498 2.551339 -4.242838  0.102
H -0.908970 4.540120 -2.592042  0.130
H 2.236460 -1.097279 -5.519487  0.103
H -2.354234 3.546848 -4.121805  0.183
H -6.783777 -3.295773 1.961550  0.030
H 7.863321 -1.105968 2.220350  0.104
H 0.533816 -2.652554 -1.820412  0.058
H -0.031998 2.905911 -4.175247  0.111
H -7.902211 -1.943877 1.707220  0.030
H 2.351911 3.770678 -5.550160  0.102
H -0.669561 0.111792 -3.229874  0.134
H 1.060332 -3.747490 3.793759  0.105
H -0.530119 -4.257701 4.379268  0.120
H -6.681952 -1.860750 2.985688  0.028
H 1.525898 -4.061334 1.274423  0.074
H 5.764388 -2.376231 2.620471  0.116
H -3.271293 1.332210 -3.861184  0.133
H -1.122733 1.743883 -4.923144  0.123
H -2.673321 0.092019 -1.913997  0.065
H -2.453687 4.188257 -1.790747  0.131
H 3.465724 1.045012 1.510817  0.102
H -5.315998 0.863674 -0.076334  0.006
H -5.560715 -3.185200 -1.004483  0.015
H 2.104243 1.773532 6.288032  0.096
H -6.965745 -2.119446 -1.213488  0.032
H 2.485806 -2.551753 -3.276913  0.098
H -6.952659 0.689148 0.577062  0.029
H 1.560296 0.907023 0.063533  0.097
H -3.146576 2.358742 2.025160  0.089
H 0.593198 0.269094 -6.770903  0.105
H -1.253489 -4.668324 2.022100  0.094
H 0.246642 -4.365276 0.288711  0.054

Force components x, y, z for each atom (eV/Å):
0.07 0.31 0.25
-0.30 -0.31 0.02
0.50 0.62 -0.48
0.07 0.31 0.32
0.08 -0.07 0.19
0.01 0.08 -0.06
0.01 0.07 0.11
0.19 -0.31 -0.33
-0.07 -0.14 0.05
-0.22 -0.06 -0.03
0.08 -0.06 0.01
-0.32 -0.55 0.01
-0.24 -0.06 -0.11
0.19 -0.19 0.20
-0.08 0.00 0.07
0.04 0.03 -0.03
0.10 0.03 -0.25
-0.04 0.13 0.01
-0.06 0.01 -0.01
0.05 -0.01 -0.01
0.01 -0.02 0.03
0.02 0.15 -0.01
-0.11 0.03 0.01
-0.09 0.08 -0.05
0.07 -0.20 -0.21
0.15 -0.03 0.09
-0.02 0.01 0.00
0.01 -0.05 0.00
0.03 0.06 -0.04
0.06 0.25 0.07
0.02 -0.10 0.04
-0.03 0.01 0.05
-0.06 0.00 -0.04
-0.09 0.10 -0.07
-0.14 0.20 0.12
0.03 -0.02 0.06
0.02 -0.05 -0.08
-0.04 0.10 0.00
-0.02 0.02 -0.01
-0.04 -0.02 -0.02
0.08 0.00 -0.01
0.01 -0.05 -0.05
-0.03 0.04 -0.04
0.04 -0.04 0.01
-0.13 -0.10 0.02
0.05 -0.07 -0.06
-0.08 -0.01 -0.09
-0.01 0.10 -0.01
0.02 -0.06 -0.01
0.05 -0.02 0.03
0.00 -0.07 0.05
0.05 -0.06 -0.07
0.02 0.00 0.00
0.03 0.02 0.02
0.05 -0.03 0.03
0.01 0.00 0.00
0.03 0.02 -0.01
0.01 0.00 0.00
0.03 -0.04 0.03
0.01 0.00 0.00
0.02 -0.01 0.03
0.00 0.02 -0.01
-0.01 0.00 0.00
-0.01 0.03 0.02
0.02 -0.03 0.01
-0.02 0.01 -0.01
-0.03 0.01 0.03
-0.02 -0.01 0.00
-0.03 0.01 0.01
0.00 0.01 0.00
-0.01 0.01 -0.02
0.00 0.01 0.00
-0.01 0.01 -0.01
0.00 0.02 0.01
0.00 0.01 0.00
0.00 -0.05 0.04
-0.05 0.01 0.03
0.02 0.01 -0.01
0.03 0.02 0.01
-0.01 0.01 0.00
0.03 0.01 0.01
0.01 -0.01 0.03
-0.01 -0.01 -0.01
0.03 -0.02 0.01
0.02 0.01 -0.01
0.01 0.00 -0.02
-0.01 0.03 0.02
-0.02 -0.03 0.00
-0.01 0.00 -0.01
0.01 0.00 0.00
0.01 -0.01 0.03
-0.02 0.02 -0.02
0.01 -0.01 -0.01
0.03 0.01 0.02
0.01 0.01 0.01
0.02 -0.03 -0.01
0.01 -0.02 0.08
-0.01 0.02 0.04
0.02 0.00 0.02
-0.01 0.00 -0.03
-0.04 -0.01 0.00

Entry 2:
The following is a quantum chemistry calculation of C2HF2OTl as an isolated structure, from the Open Molecules 2025 dataset.

As for the HOMO energy (alpha / beta): -13.43 / -13.38 eV. As for the HOMO-LUMO gap (alpha / beta): 7.815 / 7.750 eV. The total energy is -14249.3928 eV. As for the spin multiplicity: 2. The energy above the lowest of the compared OMol25 structures with the same formula, charge and spin is 596.0 kJ/mol. The total charge is +1.

Last column: Löwdin charge in e.
Positions of all 7 atoms, in Å:
Tl 2.312214 0.380986 -0.078688  1.156
F -0.056325 0.835342 0.681089  -0.082
F -1.013032 -1.148125 0.917900  -0.094
O -0.882287 0.395608 -1.300037  0.106
C -1.006518 0.134147 0.036347  -0.460
C -1.170172 -0.928709 -0.896829  0.212
H -1.232170 -1.735388 -1.623019  0.163

Force components x, y, z for each atom (eV/Å):
0.51 -0.01 -0.04
0.28 0.56 0.78
1.70 -2.16 6.28
1.67 0.13 -4.14
-2.48 -1.88 0.99
-2.12 3.52 -4.16
0.44 -0.15 0.30

Entry 3:
The following is a quantum chemistry calculation of one molecule with the formula C3H5BrN4O2, from the Open Molecules 2025 dataset.

As for the HOMO energy: -8.70 eV. As for the HOMO-LUMO gap: 8.206 eV. The total energy is -83284.9793 eV. As for the structure (SMILES): CN1N=CN(Br)[C@@H]1[N+](=O)[O-]. As for the spin multiplicity: 1. The energy above the lowest of the compared OMol25 structures with the same formula, charge and spin is 12.9 kJ/mol. The total charge is 0.

Last column: Löwdin charge in e.
Positions of all 15 atoms, in Å:
Br 1.571357 -3.031506 2.042210  0.749
O 2.827689 0.641626 1.914599  0.101
O 2.959064 0.841850 -0.228944  0.074
N -0.718748 0.085972 1.477864  0.096
N 0.142277 0.309874 0.447476  -0.172
N 1.032399 -1.240474 1.815032  -0.460
N 2.500258 0.391796 0.789622  -0.363
C 1.286550 -0.555221 0.589220  -0.284
C -0.380734 0.669523 -0.842761  -0.041
C -0.214024 -0.791507 2.246857  -0.232
H -0.648710 -1.134027 3.161557  0.114
H 1.538273 -1.156447 -0.296472  0.156
H 0.403733 1.166434 -1.412438  0.085
H -1.204399 1.359320 -0.677747  0.090
H -0.744063 -0.201079 -1.400120  0.088

Force components x, y, z for each atom (eV/Å):
-0.33 0.74 -0.18
0.34 0.28 0.35
0.34 0.32 -0.59
-0.93 0.05 0.60
1.05 -0.36 0.05
0.34 -0.38 -0.26
-0.21 -0.47 0.14
-0.22 -0.05 -0.13
-0.09 -0.05 -0.13
-0.09 -0.13 -0.25
-0.14 -0.07 0.24
0.04 0.10 0.25
-0.07 0.00 -0.02
0.01 0.01 -0.05
-0.04 0.01 -0.03